# 1
{
  "formula": "C3H2N2O",
  "method": "wB97M-V/def2-TZVPD",
  "gap_ha": 0.380,
  "lumo_ev": -0.85,
  "total_energy_ha": -300.119130,
  "max_force_ev_per_a": 5.901,
  "de_lowest_kcal_mol": 70.46,
  "elements": ["C", "C", "C", "N", "N", "O", "H", "H"],
  "coordinates": [[-1.130305, -1.710305, 0.503193], [0.314648, -0.714957, -0.230380], [0.260674, 1.526620, -0.372476], [-1.650667, -2.386095, 1.257384], [0.728359, 0.488083, -0.887704], [1.219460, -1.446279, 0.114565], [-0.556995, 1.675397, 0.257240], [0.814827, 2.567534, -0.641822]],
  "atomic_forces_ev_per_a": [[2.46, 4.04, -2.64], [2.41, -4.93, 2.16], [2.40, 4.35, -1.74], [-0.89, -1.03, 0.89], [-1.78, -1.15, 0.61], [-1.93, 1.67, -0.96], [-1.33, -0.42, 1.33], [-1.35, -2.53, 0.35]]
}

=====

# 2
{
  "formula": "C24H38Br6N2O2",
  "method": "wB97M-V/def2-TZVPD",
  "gap_ha": 0.354,
  "smiles": "c1ccncc1.c1ccncc1.C1CCOC1.C1CCOC1.BrCCBr.BrCCBr.BrCCBr",
  "lumo_ev": 0.41,
  "total_energy_ha": -16641.228630,
  "max_force_ev_per_a": 3.732,
  "de_lowest_kcal_mol": 12.85,
  "elements": ["C", "C", "C", "N", "C", "C", "H", "H", "H", "H", "H", "C", "C", "C", "N", "C", "C", "H", "H", "H", "H", "H", "C", "C", "C", "O", "C", "H", "H", "H", "H", "H", "H", "H", "H", "C", "C", "C", "O", "C", "H", "H", "H", "H", "H", "H", "H", "H", "Br", "C", "C", "Br", "H", "H", "H", "H", "Br", "C", "C", "Br", "H", "H", "H", "H", "Br", "C", "C", "Br", "H", "H", "H", "H"],
  "coordinates": [[-11.055212, 23.670606, -9.369659], [-10.797642, 22.422067, -8.826994], [-9.661973, 21.741299, -9.259018], [-8.743382, 22.384132, -10.032945], [-8.904197, 23.642458, -10.534064], [-10.065667, 24.246667, -10.168523], [-11.931824, 24.235259, -9.088390], [-11.377780, 21.881639, -8.093656], [-9.350808, 20.778336, -8.881821], [-8.190439, 24.094077, -11.207110], [-10.137925, 25.267724, -10.512928], [-5.170167, 21.199500, -14.189520], [-6.528342, 21.588068, -14.479050], [-7.016092, 22.588732, -13.670313], [-6.333475, 23.297064, -12.698851], [-5.085615, 22.844285, -12.430010], [-4.455774, 21.794617, -13.154911], [-4.704970, 20.426837, -14.783664], [-7.126873, 21.068660, -15.212783], [-8.084859, 22.708313, -13.769545], [-4.661478, 23.275954, -11.535490], [-3.476009, 21.361953, -13.016089], [-5.192044, 24.830362, -16.217188], [-5.145042, 25.963787, -17.332496], [-3.708878, 26.541115, -17.266018], [-3.093429, 25.956051, -16.141027], [-4.194209, 25.535127, -15.227973], [-4.778197, 23.852849, -16.464759], [-6.138881, 24.667551, -15.702301], [-5.874646, 26.750096, -17.138856], [-5.283120, 25.625261, -18.359363], [-3.783487, 27.624156, -17.168215], [-3.131637, 26.261291, -18.147268], [-4.384807, 26.440959, -14.652443], [-4.074518, 24.901066, -14.349474], [-5.877681, 27.829912, -10.346840], [-6.023739, 26.546247, -9.742971], [-4.634459, 26.122648, -9.161597], [-3.920723, 27.404734, -9.125571], [-4.891364, 28.409772, -9.291508], [-6.848146, 28.302791, -10.497437], [-5.468498, 27.829897, -11.357115], [-6.348238, 25.814534, -10.482835], [-6.669445, 26.702783, -8.878873], [-4.075722, 25.413498, -9.772358], [-4.741792, 25.742980, -8.145511], [-4.451206, 29.352410, -9.616780], [-5.286255, 28.672845, -8.310211], [-0.022602, 19.173505, -15.170127], [-0.722969, 18.571817, -13.461650], [-1.762785, 17.365309, -13.643388], [-3.371590, 18.080519, -14.536141], [-1.098319, 19.415149, -12.882010], [0.214348, 18.201132, -13.046769], [-2.090892, 17.028993, -12.659856], [-1.339677, 16.507319, -14.165813], [-0.551628, 24.045344, -13.431963], [-0.085834, 23.149946, -15.154097], [-1.408629, 22.728236, -15.866623], [-1.134183, 21.847031, -17.626323], [0.569773, 22.285463, -15.049509], [0.329022, 23.938159, -15.782362], [-2.017183, 23.628108, -15.956063], [-1.928567, 21.983513, -15.264003], [-10.221764, 24.021466, -14.649762], [-12.117191, 24.450413, -14.286360], [-12.316312, 25.933744, -13.987137], [-14.227913, 26.292911, -14.211228], [-12.456327, 23.792447, -13.486250], [-12.620770, 24.292434, -15.240064], [-11.818759, 26.567067, -14.721613], [-12.035382, 26.057286, -12.941235]],
  "atomic_forces_ev_per_a": [[0.77, -0.04, 0.48], [0.15, -0.97, -0.35], [1.61, 2.85, -0.87], [0.69, -0.86, -0.72], [-1.09, -3.08, 1.80], [-0.98, 1.82, -0.38], [-0.04, 0.04, -0.02], [-0.65, 0.38, -0.06], [-0.18, -0.15, -0.06], [0.38, -0.27, 0.17], [-0.66, 0.27, -0.03], [-1.42, 0.69, -0.51], [2.79, -0.20, 1.38], [-0.03, 0.29, 0.55], [0.33, -2.06, -1.00], [-0.89, -0.42, -0.63], [-1.27, 0.15, -0.65], [0.04, -0.04, 0.04], [-0.05, 0.11, 0.02], [-0.07, 0.93, 0.29], [0.46, 0.20, -0.14], [0.20, 0.50, 0.65], [0.69, 2.90, 0.65], [0.00, -1.17, -0.28], [-0.90, -0.53, 0.31], [-0.03, -1.32, 1.84], [0.19, -0.01, -0.87], [0.13, 0.22, -0.32], [-0.24, 0.19, -0.40], [-0.09, -0.21, 0.18], [-0.43, -0.27, 0.10], [0.34, 0.19, -0.01], [0.09, 0.17, 0.05], [-1.42, 0.54, -0.70], [1.73, -0.84, -0.51], [0.68, 2.72, -0.19], [0.15, -3.62, 0.76], [-0.40, 1.69, -0.30], [0.07, -0.95, -0.18], [0.08, 1.31, -0.92], [0.03, 0.42, 0.54], [0.63, -0.10, 0.14], [-0.55, -0.38, 0.50], [-0.49, -0.69, -0.19], [0.03, 0.15, -0.04], [0.09, -0.12, 0.01], [0.56, -0.21, -0.24], [-0.88, -0.29, 0.07], [-0.35, 0.28, -0.16], [-0.20, -1.89, -0.47], [0.77, 1.94, 0.56], [0.59, -0.61, 0.22], [-0.14, -0.20, -0.26], [-0.42, -0.15, 0.56], [-0.03, 0.15, -0.06], [-0.14, 0.40, -0.33], [0.27, -0.75, -0.80], [-1.25, 0.07, -1.25], [0.47, 0.02, 1.08], [0.05, 0.68, 0.77], [0.06, 0.37, 0.47], [0.42, -0.15, 0.36], [-0.12, -0.21, -0.51], [-0.02, 0.04, -0.16], [-0.53, 0.29, 0.27], [0.03, 0.48, -1.05], [0.10, -1.03, 0.30], [0.19, 0.06, 0.26], [0.01, 0.13, -0.25], [0.06, -0.65, 0.25], [0.11, -0.05, 0.46], [-0.05, 0.83, -0.25]]
}

=====

# 3
{
  "formula": "C23H49N2O2P3Tl",
  "method": "wB97M-V/def2-TZVPD",
  "gap_ha": 0.146,
  "lumo_ev": -9.95,
  "total_energy_ha": -2361.296842,
  "max_force_ev_per_a": 3.739,
  "charge": 3,
  "de_lowest_kcal_mol": 0.00,
  "elements": ["Tl", "P", "P", "P", "H", "C", "C", "H", "C", "C", "C", "C", "C", "C", "C", "C", "C", "H", "H", "H", "H", "H", "H", "H", "H", "H", "H", "H", "H", "H", "H", "H", "H", "H", "H", "H", "H", "H", "H", "H", "H", "H", "H", "H", "H", "H", "C", "C", "C", "C", "C", "C", "O", "H", "H", "H", "H", "H", "H", "C", "N", "C", "C", "C", "N", "C", "C", "O", "H", "H", "H", "H", "H", "H", "H", "H", "H", "H", "H", "H"],
  "coordinates": [[0.261696, 0.075334, 0.585897], [0.588120, -1.893992, -0.826325], [2.723758, 0.081111, 1.185739], [-1.929864, 0.570356, -0.471005], [1.912812, 2.253844, -0.513104], [0.829394, 2.216757, -0.284939], [0.375048, 2.366313, 1.019330], [1.082041, 2.558472, 1.852483], [1.215260, -1.556554, -2.458696], [1.697957, -3.107232, -0.158022], [-0.879853, -2.847972, -1.106152], [3.291939, 1.573451, 1.974851], [3.307623, -1.198098, 2.252952], [3.720493, -0.011816, -0.296921], [-2.569807, 2.198965, -0.140381], [-3.266090, -0.506448, -0.060602], [-1.799758, 0.542745, -2.257826], [0.166603, 2.437770, -1.145054], [-0.645322, 2.749451, 1.222328], [1.296378, -2.533059, -2.952917], [2.202303, -1.082558, -2.433130], [0.536792, -0.918530, -3.035279], [1.673323, -3.932768, -0.880929], [1.351653, -3.479339, 0.814537], [2.729550, -2.758816, -0.062533], [-0.537973, -3.712590, -1.689059], [-1.642418, -2.319700, -1.683310], [-1.318470, -3.204810, -0.167108], [4.365023, 1.404241, 2.124953], [2.812127, 1.725747, 2.949041], [3.153622, 2.468699, 1.361350], [4.390556, -1.238543, 2.085117], [2.873109, -2.183343, 2.060661], [3.118494, -0.917875, 3.294505], [4.750653, 0.155343, 0.041153], [3.448287, 0.760038, -1.027768], [3.657736, -0.993782, -0.774353], [-3.503259, 2.241874, -0.713807], [-1.908455, 3.002557, -0.478999], [-2.796219, 2.343633, 0.921827], [-4.091452, -0.194875, -0.710360], [-3.559450, -0.369691, 0.986108], [-3.038520, -1.560856, -0.233543], [-2.777097, 0.883752, -2.626975], [-1.605959, -0.461156, -2.649423], [-1.020040, 1.223798, -2.625796], [-0.736042, 0.151701, -6.996290], [-0.048543, 0.553386, -8.157139], [0.123911, 1.914701, -8.411477], [-0.384355, 2.874593, -7.517911], [-1.064511, 2.460012, -6.370883], [-1.245184, 1.099042, -6.099857], [-0.934019, -1.171968, -6.685226], [-0.539361, -1.712925, -7.376702], [0.343521, -0.199770, -8.846388], [0.654956, 2.229749, -9.307236], [-0.245040, 3.938825, -7.725068], [-1.463158, 3.196489, -5.671233], [-1.775900, 0.759171, -5.211761], [0.543327, -2.579639, 4.173234], [-0.460332, -1.605095, 4.591372], [-1.033443, -1.668213, 5.904915], [-1.005440, -0.313291, 6.535979], [-1.822877, 0.579993, 5.665717], [-1.288427, 0.587481, 4.334707], [-1.281361, 1.868140, 3.624077], [-0.663481, -0.511413, 3.809263], [-0.241745, -0.565906, 2.632819], [0.610809, -3.377381, 4.927788], [1.536430, -2.107099, 4.138747], [0.318201, -3.035760, 3.201671], [-2.071512, -2.003439, 5.809505], [-0.492174, -2.400163, 6.507893], [0.022906, 0.060674, 6.635633], [-1.437261, -0.348651, 7.533664], [-1.851218, 1.597925, 6.071147], [-2.853392, 0.218137, 5.613681], [-1.828149, 1.790599, 2.676687], [-1.783847, 2.649924, 4.225442], [-0.245634, 2.220284, 3.494736]],
  "atomic_forces_ev_per_a": [[-0.24, -1.62, 1.07], [0.28, -0.95, -0.95], [0.02, 0.18, 0.41], [-0.85, 0.28, 0.03], [-0.76, -0.40, 0.21], [0.08, 2.98, 0.81], [0.90, 3.26, -1.59], [-0.49, -0.70, -0.71], [0.26, 0.14, -0.67], [0.49, -0.69, 0.34], [-0.70, -0.58, -0.12], [0.46, 0.47, 0.36], [0.59, -0.68, 0.54], [0.32, 0.00, -0.43], [-0.45, 0.61, 0.05], [-0.80, -0.45, 0.17], [0.17, -0.01, -0.50], [0.36, -0.49, 0.61], [0.74, -0.80, -0.28], [0.07, 0.24, -0.15], [-0.21, -0.13, -0.05], [0.15, -0.16, 0.04], [0.18, -0.02, 0.24], [0.05, 0.05, -0.23], [-0.21, -0.10, -0.08], [-0.31, 0.01, 0.06], [0.18, -0.15, 0.05], [0.10, 0.02, -0.16], [-0.07, 0.35, 0.16], [0.17, -0.08, -0.14], [0.18, -0.16, 0.08], [-0.05, -0.22, 0.29], [0.13, 0.29, 0.07], [0.08, -0.08, -0.19], [-0.04, -0.04, -0.32], [0.17, -0.18, 0.14], [0.12, 0.21, 0.09], [0.03, 0.31, 0.17], [-0.21, -0.13, -0.05], [-0.08, -0.04, -0.26], [-0.15, -0.27, 0.18], [0.02, -0.05, -0.17], [-0.12, 0.23, 0.04], [0.25, -0.07, -0.12], [-0.11, 0.26, 0.02], [-0.25, -0.16, -0.01], [0.11, 0.33, -0.14], [-0.25, 0.09, 0.47], [-0.27, 0.04, 0.47], [0.11, -0.19, -0.13], [0.13, -0.19, -0.08], [0.40, 0.08, -0.43], [0.14, 0.23, 0.05], [-0.07, -0.09, -0.07], [-0.14, 0.25, 0.19], [-0.13, -0.06, 0.19], [-0.08, -0.42, 0.08], [0.08, -0.12, -0.25], [-0.01, 0.03, -0.22], [0.29, -0.30, 0.20], [0.29, 0.71, -1.36], [-0.33, -0.71, 0.94], [0.17, 0.10, 0.74], [-0.75, 0.46, 0.97], [0.77, -0.09, -1.53], [-0.04, -0.02, 0.26], [-0.65, -0.06, 2.31], [0.57, 0.28, -1.26], [-0.23, 0.31, -0.34], [-0.32, -0.17, -0.08], [-0.04, 0.13, 0.24], [0.08, -0.15, 0.22], [-0.05, 0.06, -0.18], [-0.18, -0.08, -0.05], [-0.02, -0.04, 0.05], [0.08, -0.19, -0.26], [-0.07, 0.10, 0.23], [0.27, 0.04, 0.13], [0.15, -0.69, -0.23], [-0.41, -0.16, -0.14]]
}